A cluster of 6 separate species, C36H40F5O6PS in total in a non-equilibrium geometry, computed with the ωB97M-V functional and the def2-TZVPD basis.

lowest unoccupied orbital energy	-0.02328	Eh
highest occupied orbital energy	-9.0377	eV
spin multiplicity	1
charge	0
SMILES	CCCCCO[P@@](=O)(O)OS(C)(=O)=O.Fc1ccccc1.Fc1ccccc1.Fc1ccccc1.Fc1ccccc1.Fc1ccccc1
frontier orbital gap	8.40	eV

Last columns: bonded neighbours and bond lengths (Å).
Cartesian coordinates (Å):
1 C -1.064 4.208 -2.472  C2 1.667, H15 1.172, H16 1.192, H17 1.174
2 C -0.751 2.771 -1.686  C1 1.667, C3 1.640, H18 1.174, H19 1.192
3 C 0.854 2.439 -1.618  C2 1.640, C4 1.668, H20 1.183, H21 1.194
4 C 1.251 1.320 -0.446  C3 1.668, C5 1.640, H22 1.188, H23 1.193
5 C 2.103 1.995 0.781  C4 1.640, O6 1.471, H24 1.179, H25 1.193
6 O 1.714 1.532 2.122  C5 1.471, P7 1.751
7 P 0.310 2.387 2.728  O6 1.751, O8 1.582, O9 1.777, O10 1.741
8 O -0.939 2.054 1.816  P7 1.582
9 O -0.045 1.650 4.306  P7 1.777, H26 1.009
10 O 0.569 4.080 3.040  P7 1.741, S11 1.704
11 S -0.267 5.081 1.943  O10 1.704, C12 1.911, O13 1.575, O14 1.564
12 C 0.108 6.875 2.484  S11 1.911, H27 1.174, H28 1.191, H29 1.193
13 O 0.277 4.997 0.467  S11 1.575
14 O -1.825 4.958 2.018  S11 1.564
15 H -0.052 4.634 -2.882  C1 1.172
16 H -1.525 4.952 -1.663  C1 1.192
17 H -1.891 4.040 -3.288  C1 1.174
18 H -1.276 2.866 -0.641  C2 1.174
19 H -1.362 1.938 -2.280  C2 1.192
20 H 1.516 3.395 -1.401  C3 1.183
21 H 1.145 1.915 -2.651  C3 1.194
22 H 0.292 0.713 -0.095  C4 1.188
23 H 1.966 0.513 -0.958  C4 1.193
24 H 2.118 3.174 0.779  C5 1.179
25 H 3.241 1.667 0.634  C5 1.193
26 H -0.951 1.219 4.200  O9 1.009
27 H -0.252 7.665 1.695  C12 1.174
28 H 1.251 7.014 2.787  C12 1.191
29 H -0.512 7.068 3.484  C12 1.193
30 F 6.103 0.839 -1.035  C31 1.340
31 C 6.781 1.112 0.087  F30 1.340, C32 1.391, C36 1.390
32 C 7.876 1.968 0.034  C31 1.391, C33 1.395, H37 1.085
33 C 8.580 2.258 1.203  C32 1.395, C34 1.397, H38 1.087
34 C 8.187 1.678 2.412  C33 1.397, C35 1.396, H39 1.088
35 C 7.090 0.816 2.455  C34 1.396, C36 1.395, H40 1.087
36 C 6.380 0.536 1.287  C31 1.390, C35 1.395, H41 1.085
37 H 8.171 2.402 -0.916  C32 1.085
38 H 9.432 2.932 1.173  C33 1.087
39 H 8.739 1.901 3.323  C34 1.088
40 H 6.789 0.363 3.396  C35 1.087
41 H 5.520 -0.125 1.304  C36 1.085
42 F 2.185 8.969 3.183  C43 1.340
43 C 2.154 9.481 4.421  F42 1.340, C44 1.391, C48 1.390
44 C 2.890 8.873 5.432  C43 1.391, C45 1.395, H49 1.085
45 C 2.862 9.409 6.719  C44 1.395, C46 1.397, H50 1.087
46 C 2.089 10.542 6.984  C45 1.397, C47 1.396, H51 1.088
47 C 1.350 11.142 5.963  C46 1.396, C48 1.395, H52 1.087
48 C 1.387 10.613 4.674  C43 1.390, C47 1.395, H53 1.085
49 H 3.478 7.988 5.209  C44 1.085
50 H 3.440 8.945 7.515  C45 1.087
51 H 2.063 10.957 7.989  C46 1.088
52 H 0.745 12.022 6.172  C47 1.087
53 H 0.826 11.072 3.867  C48 1.085
54 F 0.910 -1.394 -1.162  C55 1.340
55 C 0.065 -2.187 -0.490  F54 1.340, C56 1.391, C60 1.390
56 C 0.486 -2.791 0.690  C55 1.391, C57 1.395, H61 1.085
57 C -0.395 -3.613 1.393  C56 1.395, C58 1.397, H62 1.087
58 C -1.684 -3.831 0.901  C57 1.397, C59 1.396, H63 1.088
59 C -2.095 -3.225 -0.286  C58 1.396, C60 1.395, H64 1.087
60 C -1.218 -2.394 -0.983  C55 1.390, C59 1.395, H65 1.085
61 H 1.494 -2.617 1.052  C56 1.085
62 H -0.078 -4.084 2.320  C57 1.087
63 H -2.369 -4.476 1.448  C58 1.088
64 H -3.098 -3.400 -0.669  C59 1.087
65 H -1.524 -1.908 -1.903  C60 1.085
66 F -3.511 -6.247 -1.731  C67 1.340
67 C -2.935 -6.238 -2.941  F66 1.340, C68 1.391, C72 1.390
68 C -1.730 -5.566 -3.119  C67 1.391, C69 1.395, H73 1.085
69 C -1.127 -5.560 -4.377  C68 1.395, C70 1.397, H74 1.087
70 C -1.741 -6.217 -5.445  C69 1.397, C71 1.396, H75 1.088
71 C -2.953 -6.884 -5.257  C70 1.396, C72 1.395, H76 1.087
72 C -3.550 -6.899 -3.997  C67 1.390, C71 1.395, H77 1.085
73 H -1.272 -5.054 -2.279  C68 1.085
74 H -0.182 -5.044 -4.525  C69 1.087
75 H -1.273 -6.209 -6.427  C70 1.088
76 H -3.431 -7.391 -6.092  C71 1.087
77 H -4.487 -7.420 -3.831  C72 1.085
78 F -5.249 -8.831 -5.383  C79 1.340
79 C -6.094 -9.624 -4.711  F78 1.340, C80 1.391, C84 1.390
80 C -5.673 -10.228 -3.531  C79 1.391, C81 1.395, H85 1.085
81 C -6.554 -11.050 -2.828  C80 1.395, C82 1.397, H86 1.087
82 C -7.844 -11.268 -3.320  C81 1.397, C83 1.396, H87 1.088
83 C -8.255 -10.662 -4.508  C82 1.396, C84 1.395, H88 1.087
84 C -7.378 -9.831 -5.204  C79 1.390, C83 1.395, H89 1.085
85 H -4.665 -10.054 -3.169  C80 1.085
86 H -6.237 -11.521 -1.901  C81 1.087
87 H -8.529 -11.913 -2.774  C82 1.088
88 H -9.258 -10.836 -4.890  C83 1.087
89 H -7.684 -9.345 -6.124  C84 1.085